# 1
{
  "formula": "C19H26As2BrN2O3Pd",
  "method": "ωB97M-V/def2-TZVPD",
  "lumo_ev": [-13.7, -13.7],
  "total_charge": 3,
  "spin_multiplicity": 1,
  "orbital_gap_ev": [3.990, 3.994],
  "symbols": ["Pd", "Br", "As", "As", "O", "O", "O", "N", "N", "C", "C", "C", "C", "C", "C", "C", "C", "C", "C", "C", "C", "C", "C", "C", "C", "C", "C", "C", "H", "H", "H", "H", "H", "H", "H", "H", "H", "H", "H", "H", "H", "H", "H", "H", "H", "H", "H", "H", "H", "H", "H", "H", "H", "H"],
  "coordinates": [[0.022, 0.170, 0.005], [1.881, 0.212, -2.141], [-2.516, 0.258, -0.230], [-0.198, 2.748, 0.286], [1.830, -0.420, 3.900], [0.392, 0.025, 2.218], [-0.145, -2.114, -0.554], [-0.179, -4.250, -1.337], [2.205, -0.060, 0.476], [-0.021, -4.822, -0.028], [2.989, 0.026, -0.582], [4.036, -0.142, 1.956], [-4.813, 3.799, 0.030], [-0.352, -5.098, -2.485], [-2.783, -0.067, -2.156], [0.790, 4.207, -0.585], [2.680, -0.141, 1.691], [-3.065, 2.152, -0.013], [-2.112, 3.172, 0.001], [4.366, 0.013, -0.458], [-0.205, -2.927, -1.489], [0.027, 3.162, 2.188], [-4.032, -0.745, 0.502], [-4.420, 2.468, 0.058], [-3.866, 4.810, -0.022], [1.477, -0.202, 2.785], [-2.513, 4.506, -0.056], [4.872, -0.074, 0.840], [-3.760, -1.803, 0.582], [5.028, 0.073, -1.310], [4.408, -0.197, 2.967], [-4.285, -0.374, 1.500], [-1.939, 0.304, -2.746], [1.850, 3.934, -0.622], [-0.559, 2.466, 2.794], [-0.298, -2.591, -2.532], [-5.172, 1.690, 0.082], [-3.705, 0.413, -2.502], [0.691, 5.130, -0.003], [-0.808, -4.472, 0.647], [-4.178, 5.847, 0.005], [0.426, 4.360, -1.604], [5.945, -0.082, 0.991], [-4.893, -0.656, -0.172], [-1.342, -4.960, -2.934], [-0.282, 4.192, 2.394], [1.083, 3.056, 2.452], [-0.045, -5.907, -0.076], [-0.253, -6.144, -2.206], [-2.875, -1.149, -2.305], [-5.870, 4.040, 0.015], [-1.776, 5.301, -0.074], [0.383, -4.872, -3.262], [0.932, -4.508, 0.409]],
  "lowdin_charge": [0.657, 0.911, 1.236, 1.272, 0.238, -0.025, -0.148, -0.163, -0.026, -0.009, -0.636, 0.072, -0.004, -0.017, -0.230, -0.205, -0.131, -0.395, -0.393, -0.008, -0.310, -0.211, -0.207, -0.067, -0.007, -0.557, -0.068, 0.034, 0.052, 0.139, 0.149, 0.061, 0.034, 0.048, 0.050, 0.150, 0.111, 0.063, 0.069, 0.104, 0.139, 0.060, 0.144, 0.069, 0.108, 0.072, 0.053, 0.106, 0.106, 0.045, 0.139, 0.115, 0.107, 0.107]
}

---

# 2
{
  "formula": "C36H36AsN5PRuS",
  "method": "ωB97M-V/def2-TZVPD",
  "lumo_ev": [-5.9, -7.7],
  "total_charge": 2,
  "spin_multiplicity": 6,
  "orbital_gap_ev": [6.406, 4.614],
  "s2": 8.768,
  "symbols": ["Ru", "As", "S", "P", "N", "N", "N", "N", "N", "C", "C", "C", "C", "C", "C", "C", "C", "C", "C", "C", "C", "C", "C", "C", "C", "C", "C", "C", "C", "C", "C", "C", "C", "C", "C", "C", "C", "C", "C", "C", "C", "C", "C", "C", "C", "H", "H", "H", "H", "H", "H", "H", "H", "H", "H", "H", "H", "H", "H", "H", "H", "H", "H", "H", "H", "H", "H", "H", "H", "H", "H", "H", "H", "H", "H", "H", "H", "H", "H", "H", "H"],
  "coordinates": [[-0.887, -0.075, 0.087], [-1.605, 5.632, 2.214], [-0.330, 0.425, 2.309], [-1.970, 2.098, -0.723], [-1.863, -2.030, 0.427], [-0.094, -0.837, -1.917], [2.098, -0.273, 1.324], [1.396, -0.428, 0.181], [2.025, 0.370, 3.508], [-2.893, -4.387, 0.748], [0.411, 2.516, -2.084], [-5.305, -0.113, -1.274], [0.951, -1.231, -4.429], [1.779, -1.237, -3.315], [-4.045, 3.162, 4.618], [-3.062, 4.935, 3.302], [-3.944, 1.807, -2.767], [-5.099, 1.221, -3.264], [-0.915, 2.916, -1.933], [-2.322, -3.070, 0.568], [-4.149, 0.466, -0.775], [-4.043, 5.804, 3.774], [-4.508, 6.962, -0.614], [-0.891, -0.828, -2.986], [-5.030, 4.030, 5.065], [-1.812, 7.319, -0.076], [-3.457, 1.432, -1.516], [-2.579, 6.519, 0.769], [2.018, -0.941, -0.824], [0.774, 4.276, -3.679], [-5.780, 0.264, -2.522], [-2.428, 3.388, 0.471], [-2.383, 7.924, -1.188], [1.251, 3.191, -2.957], [-0.409, -1.026, -4.268], [1.228, -1.031, -2.062], [-1.207, 3.989, 1.152], [-1.376, 4.036, -2.631], [-3.734, 7.745, -1.458], [-3.935, 6.348, 0.494], [-0.536, 4.705, -3.506], [-5.025, 5.352, 4.645], [3.439, -1.380, -0.745], [1.413, 0.136, 2.345], [-3.064, 3.615, 3.743], [-4.550, 5.740, 1.146], [-3.276, -4.481, 1.764], [-1.086, -1.017, -5.109], [4.093, -0.508, -0.679], [-0.705, 3.262, 1.793], [-1.948, -0.659, -2.806], [-0.763, 7.486, 0.141], [-0.475, 4.325, 0.415], [-5.781, 6.039, 5.003], [-5.565, 6.835, -0.809], [-2.288, 2.926, 3.423], [-4.031, 2.134, 4.958], [2.283, 2.880, -3.062], [-4.187, 8.232, -2.312], [0.809, 1.694, -1.501], [3.019, 0.223, 3.578], [-5.474, 1.518, -4.235], [-5.841, -0.845, -0.684], [3.730, -1.987, -1.597], [-3.153, 2.986, 1.182], [-0.901, 5.572, -4.041], [-6.683, -0.182, -2.915], [-3.704, -4.534, 0.036], [-4.046, 6.843, 3.465], [-3.422, 2.539, -3.366], [-2.122, -5.139, 0.582], [1.370, -1.381, -5.415], [-2.377, 4.419, -2.466], [-3.806, 0.188, 0.220], [-5.792, 3.681, 5.750], [3.594, -1.948, 0.171], [2.843, -1.383, -3.433], [-1.778, 8.554, -1.829], [-2.958, 4.145, -0.117], [1.507, 0.638, 4.326], [1.429, 4.804, -4.360]],
  "mulliken_spin": [3.800, 0.002, 0.533, 0.200, 0.035, 0.072, 0.072, 0.085, 0.005, -0.001, 0.000, 0.010, 0.007, 0.003, 0.000, 0.003, 0.002, 0.001, -0.012, 0.068, 0.075, 0.000, -0.001, 0.029, 0.000, 0.001, -0.112, 0.001, 0.037, 0.000, 0.014, 0.013, 0.000, 0.014, 0.014, 0.046, 0.002, -0.008, 0.000, 0.000, 0.002, 0.000, 0.013, -0.019, -0.008, 0.000, 0.001, 0.000, 0.003, 0.010, -0.012, 0.000, 0.001, 0.000, 0.000, 0.004, 0.000, 0.001, 0.000, -0.043, -0.003, 0.001, 0.001, 0.001, 0.026, -0.001, 0.001, 0.001, 0.000, 0.001, 0.002, 0.000, -0.002, -0.003, 0.000, 0.000, 0.001, 0.000, 0.006, 0.003, 0.000]
}

---

# 3
{
  "formula": "C26H20N2O2",
  "method": "ωB97M-V/def2-TZVPD",
  "lumo_ev": -0.5,
  "spin_multiplicity": 1,
  "orbital_gap_ev": 7.577,
  "de_lowest_kj_mol": 254.7,
  "symbols": ["O", "O", "N", "N", "C", "C", "C", "C", "C", "C", "C", "C", "C", "C", "C", "C", "C", "C", "C", "C", "C", "C", "C", "C", "C", "C", "C", "C", "C", "C", "H", "H", "H", "H", "H", "H", "H", "H", "H", "H", "H", "H", "H", "H", "H", "H", "H", "H", "H", "H"],
  "coordinates": [[3.478, -3.142, 1.670], [-6.239, -0.253, -0.108], [-1.837, 2.284, -2.201], [6.611, 1.639, -1.983], [-4.022, -1.299, -0.205], [-6.749, 1.073, 0.331], [-1.055, 1.462, -1.824], [-5.552, 1.923, 0.710], [-0.001, -1.967, 1.232], [2.176, -0.370, -1.985], [4.016, 1.203, -2.032], [-4.403, 0.978, 0.586], [1.250, 0.698, -1.889], [0.272, -0.581, 0.998], [-0.130, 0.456, -1.444], [3.539, -0.122, -2.012], [-0.659, 0.362, 0.368], [-4.887, -0.256, 0.067], [2.353, -2.399, 1.516], [-2.138, 0.128, 0.446], [4.040, -0.787, 1.799], [4.598, -2.184, 1.914], [3.104, 2.264, -2.118], [1.734, 2.023, -2.096], [1.045, -2.927, 1.365], [1.565, -0.100, 1.361], [5.440, 1.447, -1.995], [2.595, -1.026, 1.583], [-2.678, -1.122, 0.007], [-3.051, 1.150, 0.828], [-1.984, -1.903, -0.295], [-7.413, 0.903, 1.182], [-5.474, 2.766, 0.022], [3.488, 3.285, -2.155], [-0.460, -0.591, -1.551], [1.829, 0.944, 1.323], [-0.996, -2.375, 1.209], [1.809, -1.399, -1.929], [-0.382, 1.402, 0.580], [4.221, -0.208, 2.704], [-4.421, -2.235, -0.656], [-2.727, 2.130, 1.174], [-7.314, 1.485, -0.507], [0.889, -3.975, 1.337], [4.984, -2.390, 2.917], [5.368, -2.388, 1.168], [4.494, -0.247, 0.965], [1.052, 2.869, -2.117], [-5.638, 2.314, 1.719], [4.258, -0.942, -1.980]],
  "lowdin_charge": [-0.020, -0.019, 0.177, 0.143, 0.002, -0.108, -0.234, -0.106, -0.008, -0.011, -0.240, -0.146, -0.184, -0.200, -0.142, -0.029, -0.111, -0.225, -0.244, -0.188, -0.110, -0.100, -0.021, 0.001, 0.040, 0.041, -0.171, -0.169, -0.047, 0.032, 0.100, 0.121, 0.124, 0.124, 0.140, 0.124, 0.084, 0.126, 0.133, 0.125, 0.135, 0.126, 0.121, 0.100, 0.124, 0.121, 0.113, 0.112, 0.120, 0.124]
}

---

# 4
{
  "formula": "C17H18N2",
  "method": "ωB97M-V/def2-TZVPD",
  "lumo_ev": 0.8,
  "spin_multiplicity": 1,
  "orbital_gap_ev": 8.601,
  "de_lowest_kj_mol": 5.2,
  "symbols": ["N", "N", "C", "C", "C", "C", "C", "C", "C", "C", "C", "C", "C", "C", "C", "C", "C", "C", "C", "H", "H", "H", "H", "H", "H", "H", "H", "H", "H", "H", "H", "H", "H", "H", "H", "H", "H"],
  "coordinates": [[-2.895, 1.885, -0.694], [1.539, -1.764, -0.647], [4.789, 0.222, 1.620], [3.630, 0.917, -0.792], [4.239, 1.885, -0.013], [-0.750, -1.085, -0.161], [2.862, -1.458, -1.175], [4.819, 1.540, 1.196], [-5.169, 1.225, 0.115], [-5.859, 0.169, 0.669], [0.606, -0.653, -0.710], [-1.799, -0.029, -0.280], [3.595, -0.407, -0.376], [-5.227, -1.046, 0.948], [-3.165, -0.186, 0.119], [4.178, -0.743, 0.840], [-3.890, -1.236, 0.680], [-1.686, 1.240, -0.765], [-3.819, 1.039, -0.157], [-1.073, -1.983, -0.697], [5.294, 2.295, 1.805], [4.156, -1.771, 1.174], [-0.640, -1.362, 0.893], [3.432, -2.392, -1.176], [-6.910, 0.279, 0.894], [-3.408, -2.178, 0.898], [2.735, -1.128, -2.209], [-3.068, 2.830, -0.992], [0.502, -0.377, -1.764], [-0.829, 1.748, -1.161], [5.243, -0.054, 2.561], [0.960, 0.234, -0.158], [4.260, 2.912, -0.349], [-5.657, 2.164, -0.101], [3.181, 1.190, -1.737], [1.627, -2.074, 0.318], [-5.806, -1.847, 1.383]],
  "lowdin_charge": [0.074, -0.067, -0.087, -0.057, -0.087, -0.141, -0.192, -0.096, -0.027, -0.104, -0.254, -0.181, -0.232, -0.105, -0.134, -0.049, -0.028, -0.052, -0.217, 0.125, 0.100, 0.111, 0.124, 0.118, 0.097, 0.108, 0.116, 0.153, 0.125, 0.118, 0.101, 0.120, 0.101, 0.105, 0.110, 0.109, 0.096]
}

---

# 5
{
  "formula": "C22H56O8PS7",
  "method": "ωB97M-V/def2-TZVPD",
  "lumo_ev": -4.2,
  "total_charge": 1,
  "spin_multiplicity": 1,
  "orbital_gap_ev": 5.838,
  "symbols": ["S", "S", "S", "S", "S", "S", "S", "P", "O", "O", "O", "O", "O", "O", "O", "O", "C", "C", "C", "C", "C", "C", "C", "C", "C", "C", "C", "C", "C", "C", "C", "C", "C", "C", "C", "C", "C", "C", "H", "H", "H", "H", "H", "H", "H", "H", "H", "H", "H", "H", "H", "H", "H", "H", "H", "H", "H", "H", "H", "H", "H", "H", "H", "H", "H", "H", "H", "H", "H", "H", "H", "H", "H", "H", "H", "H", "H", "H", "H", "H", "H", "H", "H", "H", "H", "H", "H", "H", "H", "H", "H", "H", "H", "H"],
  "coordinates": [[2.020, -0.264, 0.313], [7.015, 2.666, 0.767], [-5.175, 2.497, -2.157], [-2.773, -2.421, 5.839], [2.476, 3.304, -4.427], [3.613, 4.412, -0.128], [-7.202, -1.704, 1.254], [-1.658, -5.365, 0.288], [1.429, 2.714, -3.542], [0.745, -0.453, 1.077], [4.269, 3.214, -0.747], [-6.370, -1.121, 0.161], [-1.379, -2.484, -2.136], [7.260, 4.112, 1.017], [-3.741, -3.260, 5.080], [-5.146, 3.928, -1.765], [-2.630, -0.857, 4.967], [-6.211, 1.610, -0.995], [2.623, 5.195, -1.397], [-2.022, -2.066, -0.953], [-2.849, -5.566, -2.162], [-0.064, -5.335, -0.384], [4.850, 5.696, -0.024], [1.083, -5.206, -0.720], [8.137, 2.168, -0.541], [-2.173, -3.766, 0.929], [4.041, 2.563, -3.964], [-1.382, -2.574, 0.350], [1.944, 1.323, -0.486], [-2.824, -5.977, -0.859], [7.851, 1.771, 2.084], [3.291, 0.182, 1.497], [-6.039, -2.415, 2.419], [-0.044, -2.004, -2.236], [-7.725, -0.345, 2.301], [-3.687, 1.718, -1.517], [-1.127, -3.014, 5.434], [2.322, 2.496, -6.022], [-1.011, -3.053, 4.350], [-8.222, -0.743, 3.185], [-2.072, -3.801, 2.016], [5.310, 5.834, -1.002], [-5.884, 1.829, 0.021], [-0.383, -2.350, 5.873], [-1.021, -4.012, 5.855], [-3.770, 0.644, -1.690], [1.792, 4.533, -1.637], [3.939, 1.477, -3.963], [-6.559, -2.759, 3.312], [5.604, 5.386, 0.695], [3.228, 5.361, -2.289], [-6.858, 0.253, 2.583], [2.241, 6.143, -1.019], [4.808, 2.876, -4.673], [8.885, 2.106, 2.159], [-1.606, -6.255, 1.363], [-3.540, -6.722, -0.514], [9.152, 2.474, -0.288], [-3.241, -3.673, 0.723], [7.819, 2.662, -1.456], [-3.033, -2.475, -1.001], [8.084, 1.087, -0.670], [-7.245, 1.925, -1.127], [-1.993, -5.749, -2.808], [-1.840, -0.259, 5.420], [-2.821, 2.112, -2.046], [2.334, 1.415, -5.883], [2.944, 1.024, 2.096], [3.476, -0.679, 2.137], [7.327, 1.983, 3.013], [4.296, 2.911, -2.962], [-3.581, -0.336, 5.061], [-1.375, -1.778, 1.091], [4.368, 6.616, 0.309], [-2.411, -1.043, 3.914], [-2.156, -0.982, -0.901], [1.376, 2.803, -6.462], [-5.293, -1.666, 2.683], [-3.693, -5.035, -2.594], [0.183, -1.330, -1.411], [2.903, 1.539, -0.950], [0.652, -2.843, -2.150], [-3.588, 1.925, -0.451], [-0.341, -2.864, 0.222], [-5.558, -3.262, 1.935], [1.700, 2.088, 0.252], [3.144, 2.809, -6.665], [-8.425, 0.265, 1.733], [7.811, 0.702, 1.874], [2.028, -5.271, -1.208], [0.122, -1.498, -3.185], [4.200, 0.449, 0.958], [-6.123, 0.547, -1.197], [1.168, 1.290, -1.251]],
  "lowdin_charge": [0.804, 0.797, 0.812, 0.813, 0.801, 0.824, 0.829, 0.963, -0.559, -0.562, -0.606, -0.574, -0.182, -0.543, -0.569, -0.549, -0.265, -0.295, -0.261, -0.215, 0.057, -0.228, -0.258, 0.144, -0.255, -0.265, -0.260, -0.196, -0.274, -0.295, -0.264, -0.255, -0.273, -0.083, -0.260, -0.281, -0.267, -0.266, 0.039, 0.058, 0.087, 0.070, 0.055, 0.058, 0.052, 0.036, 0.037, 0.062, 0.062, 0.014, 0.051, 0.059, 0.061, 0.059, 0.060, 0.064, 0.093, 0.061, 0.089, 0.051, 0.117, 0.054, 0.056, 0.086, 0.058, 0.050, 0.057, 0.065, 0.049, 0.050, 0.013, 0.051, 0.100, 0.062, 0.046, 0.118, 0.052, 0.049, 0.092, 0.046, 0.028, 0.070, 0.059, 0.081, 0.036, 0.060, 0.056, 0.054, 0.052, 0.064, 0.097, 0.048, 0.016, 0.046]
}

---

Number 1: maximum force 6.90 eV/Å. Number 2: maximum force 0.46 eV/Å. Number 3: maximum force 5.98 eV/Å. Number 4: maximum force 0.56 eV/Å. Number 5: maximum force 1.89 eV/Å.